(1)
Formula: C14H32FN4Nb
Source: OMol25
Level of theory: wB97M-V/def2-TZVPD

The value obtained for the total energy is -928.49566 a.u.

Structure (XYZ):
```
52
Properties=species:S:1:pos:R:3:forces:R:3:mulliken_charge:R:1
Nb -0.61125 -0.22010 1.17157 2.631 0.512 -1.000 0.768
N 0.42838 1.29630 2.04985 -0.691 -0.979 0.768 0.127
N 0.98251 -1.42401 1.65114 -1.366 0.503 -0.074 0.461
N -0.95694 1.05248 -0.42327 0.009 -1.790 0.826 0.168
N -0.29652 -1.09083 -0.64444 -0.981 1.001 0.858 -0.082
H 2.19912 0.29262 2.56261 -0.089 0.332 0.058 0.201
C 1.72413 1.26833 2.70454 -0.052 -0.058 -0.093 -1.094
H 1.62303 1.46340 3.78670 0.066 0.014 -0.201 0.307
H 2.38484 2.03770 2.27783 -0.006 -0.008 0.125 0.371
H 0.34801 3.39389 1.83461 -0.100 -0.005 0.064 0.283
C -0.23977 2.56489 2.26166 0.037 0.093 -0.198 -0.775
H -0.38456 2.76350 3.33458 0.045 0.030 -0.119 0.379
H -1.22474 2.57692 1.78384 0.345 0.064 0.189 -0.071
C 2.14423 -1.88604 0.92029 0.031 0.043 -0.102 -1.152
H 1.98126 -2.88774 0.49551 0.125 0.044 0.151 0.322
H 2.39216 -1.20166 0.10400 -0.216 -0.337 0.348 -0.009
H 3.02543 -1.93778 1.57991 -0.203 -0.023 0.001 0.415
H 0.73778 -3.09779 2.90703 0.005 0.131 0.149 0.329
C 0.88371 -2.00777 2.97770 -0.088 -0.071 -0.073 -1.214
H 1.79717 -1.82714 3.56583 -0.189 0.044 -0.010 0.380
H 0.02846 -1.57715 3.51977 0.150 -0.134 0.033 0.277
C -1.69693 2.22790 -0.84065 0.415 0.190 0.427 0.421
H -1.04998 3.10995 -0.65962 -0.292 -0.061 -0.101 0.181
C -2.98278 2.37341 -0.03401 -0.419 0.154 -0.066 -1.473
H -2.83997 2.33929 1.05018 -0.038 -0.037 -0.249 0.357
H -3.46800 3.32821 -0.27453 0.032 -0.145 0.073 0.372
H -3.67498 1.56326 -0.30259 0.154 0.132 0.084 0.338
C -2.06041 2.18611 -2.31639 -0.314 0.326 -0.300 -1.542
H -2.53419 3.13635 -2.58840 0.030 -0.145 0.031 0.468
H -1.19360 2.05210 -2.96776 -0.334 0.055 0.067 0.287
H -2.78555 1.38290 -2.50462 0.165 0.197 -0.049 0.354
H -0.51962 -3.35956 -3.12515 -0.082 0.119 -0.029 0.472
C -0.69757 -2.37053 -2.68906 -0.061 -0.478 -0.362 -1.573
H -1.77917 -2.21673 -2.61969 0.094 -0.017 -0.028 0.324
H -0.26550 -1.63027 -3.36767 -0.224 -0.221 0.078 0.274
C -0.05237 -2.33982 -1.31684 0.603 0.269 0.261 0.525
H 1.04124 -2.44128 -1.45910 -0.172 -0.260 -0.106 0.137
C -0.55399 -3.48866 -0.46104 -0.046 -0.383 -0.079 -1.494
H -0.07388 -3.50974 0.52068 -0.088 0.040 -0.112 0.196
H -1.63965 -3.41344 -0.31625 0.181 0.067 -0.022 0.366
H -0.34867 -4.43687 -0.96875 -0.009 0.019 0.131 0.405
H -1.33091 -0.08428 -2.14824 0.256 0.095 0.126 0.744
C -0.51990 0.09761 -1.42048 -0.757 -0.195 -0.655 0.529
C 2.40791 1.26939 -0.48233 0.039 -0.410 -0.788 -0.637
H 1.85784 2.18293 -0.25761 -0.021 -0.301 0.118 0.165
H 3.34982 1.10189 0.05711 -0.425 0.090 -0.292 0.282
C 1.98239 0.41905 -1.43253 0.999 0.829 0.253 -0.539
H 2.64141 -0.40017 -1.76027 -0.322 0.196 0.481 0.469
C 0.71261 0.54083 -2.20651 0.336 0.230 -0.435 -0.778
H 0.54431 1.57042 -2.54524 0.271 -0.236 0.042 0.498
H 0.80155 -0.10339 -3.09102 -0.025 0.372 0.060 0.297
F -2.23788 -0.63890 2.10708 0.588 0.106 -0.258 -0.816
```
Forces are in eV/Å.

(2)
Formula: CH8O5
Source: OMol25
Level of theory: wB97M-V/def2-TZVPD

The energy relative to the best compared isomer or geometry (same formula, charge and spin) comes out at 8.3 kcal/mol. As for the SMILES: O=CO.O.O.O.

Structure (XYZ):
```
14
Properties=species:S:1:pos:R:3:forces:R:3:mulliken_charge:R:1
O -0.31926 -1.07856 -0.94883 0.227 0.620 -0.039 -0.479
C 0.71999 -1.65289 -0.69804 -1.472 -0.437 -0.125 0.093
O 1.71038 -1.13849 0.00844 -0.073 -0.128 -1.010 -0.432
H 0.75154 -2.69389 -1.05064 1.027 0.001 0.465 0.382
H 1.54660 -0.15847 -0.04996 0.273 0.095 0.746 0.439
O 1.19506 1.46051 0.59298 0.254 -0.746 0.433 -0.697
H 0.45577 1.12066 1.11977 0.029 0.359 -0.114 0.364
H 0.84044 2.14363 0.03021 -0.477 0.378 -0.379 0.323
O -1.05137 2.25676 -1.37666 -0.218 -0.099 -0.481 -0.613
H -0.99698 1.31972 -1.59746 0.184 -0.282 0.277 0.327
H -1.56242 2.59810 -2.12510 0.163 0.224 0.323 0.300
O -1.77427 -0.62757 2.18897 -0.712 0.824 -0.324 -0.641
H -1.03100 -1.19434 2.02819 0.498 -0.470 -0.269 0.304
H -2.08388 -0.33023 1.31323 0.297 -0.339 0.497 0.331
```
Forces are in eV/Å.

(3)
Formula: C4H10N3
Source: OMol25
Level of theory: wB97M-V/def2-TZVPD

The energy relative to the best compared isomer or geometry (same formula, charge and spin) comes out at 65.5 kcal/mol. Its charge is +1.

Structure (XYZ):
```
17
Properties=species:S:1:pos:R:3:forces:R:3:mulliken_charge:R:1
C -0.49945 -2.26450 2.06777 0.867 1.583 -0.680 0.419
C 0.40559 0.32911 -0.57783 0.574 4.693 0.506 0.159
C 1.57924 0.33272 0.24009 -0.214 0.579 1.758 -0.964
C -1.18863 1.62504 -1.92356 -1.353 -0.778 -2.351 -0.704
N -1.49605 -1.64120 1.84607 -1.544 0.484 0.528 -0.438
N 0.70730 -2.31613 2.18106 0.569 -0.248 -0.439 -0.451
N -0.10096 1.43713 -1.02314 0.624 -2.095 -0.302 -0.037
H -2.23305 -1.73805 1.19751 -0.649 -0.580 -0.440 0.284
H 0.00464 -0.58091 -0.70695 -1.984 -3.021 -1.122 0.425
H 2.24545 -0.30584 -0.27309 1.705 -0.233 -0.623 0.373
H 1.32055 -0.34894 1.01925 -0.328 -0.873 1.069 0.229
H 1.91606 1.22446 0.82141 0.019 -0.358 -1.426 0.328
H -1.91633 2.35672 -1.52320 -0.077 -1.119 0.156 0.298
H -0.93164 2.10577 -2.90556 0.668 -0.351 1.003 0.319
H -1.50014 0.57508 -2.26480 -0.444 1.719 0.910 0.280
H 1.19601 -2.98784 2.69363 0.742 -1.192 0.924 0.220
H 0.49142 2.19738 -0.86865 0.825 1.789 0.530 0.263
```
Forces are in eV/Å.